Formula: C4H7N3
Source: OMol25
Level of theory: wB97M-V/def2-TZVPD

## Properties
- HOMO-LUMO gap (hartree) = 0.326
- ΔE to the lowest compared entry with this formula, charge and spin (kJ/mol) = 70.4
- E_tot (a.u.) = -320.85647
- M (u) = 97.1

```
14
Properties=species:S:1:pos:R:3:forces:R:3
C 2.3064 0.1172 0.2560 0.1 0.0 0.1
N 1.1823 0.2315 -0.6368 -0.1 0.2 -0.1
C -0.1506 0.2122 -0.2762 0.0 -0.1 -0.1
N -1.0346 0.7129 -1.1348 0.2 -0.3 0.1
N -2.2204 0.2046 -0.7259 -0.2 0.0 0.1
C -2.1081 -0.5251 0.4020 0.0 0.0 0.0
C -0.7887 -0.4946 0.7840 0.0 -0.1 -0.1
H 2.2157 -0.7697 0.8950 -0.1 0.2 -0.1
H 3.2078 -0.0209 -0.3512 -0.2 0.0 0.2
H 2.4578 0.9972 0.8975 0.0 -0.1 0.0
H 1.3278 0.7500 -1.4879 0.1 0.1 0.1
H -3.0776 0.5922 -1.0844 0.2 -0.2 -0.2
H -2.9276 -1.1381 0.7465 -0.1 0.4 0.3
H -0.3902 -0.8694 1.7162 0.1 -0.3 -0.4
```
Positions in Å, forces in eV/Å.

Just the Mulliken charges please, in e? Sure, here they are:
1 C -0.8101
2 N -0.2113
3 C 0.5093
4 N -0.8221
5 N 0.2212
6 C -0.7144
7 C -0.2291
8 H 0.2653
9 H 0.3173
10 H 0.2695
11 H 0.2420
12 H 0.2341
13 H 0.3853
14 H 0.3428



Formula: C4H7N3
Source: OMol25
Level of theory: wB97M-V/def2-TZVPD

## Properties
- HOMO-LUMO gap (hartree) = 0.295
- net charge = +2
- ΔE to the lowest compared entry with this formula, charge and spin (kJ/mol) = 27.7
- E_tot (a.u.) = -320.10458
- M (u) = 97.1

```
14
Properties=species:S:1:pos:R:3:forces:R:3
C 1.0656 1.3257 1.5209 -1.2 0.7 -0.2
C 0.5198 0.4522 -0.4303 0.4 0.8 2.8
C -0.5034 -0.0673 0.6706 -0.2 -0.1 -0.3
C 0.7838 0.0275 -1.7196 0.4 0.6 -3.0
N 1.2964 1.2540 0.2528 2.4 1.0 -2.7
N -0.0740 0.6151 1.7576 0.6 -0.2 1.4
N -1.4363 -0.9454 0.7508 -0.1 0.8 4.6
H 1.6415 2.0062 2.2319 -0.9 -1.2 -0.6
H 0.9741 0.9474 -2.4635 -0.6 -1.6 1.4
H 0.0624 -0.6899 -2.0698 -0.2 -0.1 -0.6
H 1.8157 -0.3996 -1.7809 -0.3 0.1 0.3
H -0.2304 0.3252 2.6777 -1.1 -0.4 1.9
H -1.9723 -1.4103 0.0876 -0.6 -1.0 -2.5
H -1.8666 -1.1792 1.7481 1.1 0.7 -2.3
```
Positions in Å, forces in eV/Å.

Just the Mulliken charges please, in e? Sure, here they are:
1 C -0.0181
2 C 0.7003
3 C 0.4603
4 C -0.9054
5 N -0.3232
6 N -0.1140
7 N -0.2156
8 H 0.3916
9 H 0.4017
10 H 0.3525
11 H 0.3786
12 H 0.2745
13 H 0.2711
14 H 0.3457



Formula: C4H7N3O
Source: OMol25
Level of theory: wB97M-V/def2-TZVPD

## Properties
- HOMO-LUMO gap (hartree) = 0.323
- ΔE to the lowest compared entry with this formula, charge and spin (kJ/mol) = 314.8
- E_tot (a.u.) = -396.02851
- M (u) = 113.1

```
15
Properties=species:S:1:pos:R:3:forces:R:3
C 1.3547 1.2377 -0.6898 1.8 2.2 -0.2
C -0.5585 0.1210 0.0403 2.5 -1.5 -1.0
N -1.5726 -0.1254 -0.8956 0.1 0.1 0.1
N -0.9703 -0.0975 1.3750 -0.2 0.2 0.7
C 0.1717 1.4076 -0.1341 -0.6 -0.7 0.0
C 0.7699 -1.0366 -0.3780 -2.2 -0.3 1.1
N 1.6276 -1.4807 0.4266 0.9 0.6 -0.4
O 2.4466 1.3419 -1.1081 -1.5 -0.6 0.3
H -2.0332 -1.0236 -0.8328 -0.2 0.6 -0.5
H -0.2776 0.1637 2.0618 0.1 -0.1 -0.1
H -1.7875 0.6247 -1.5348 -0.3 -0.7 0.0
H -1.3370 -1.0223 1.5639 0.1 0.1 -0.1
H 1.8395 -0.8090 1.1718 -0.5 -0.2 0.4
H -0.2373 2.3521 0.1929 0.2 0.2 -0.2
H 0.5640 -1.6537 -1.2589 -0.2 0.2 -0.2
```
Positions in Å, forces in eV/Å.

Just the Mulliken charges please, in e? Sure, here they are:
1 C 0.7417
2 C 0.8846
3 N -0.4634
4 N -0.5445
5 C -1.2203
6 C -0.4244
7 N -0.5785
8 O -0.3988
9 H 0.1876
10 H 0.2755
11 H 0.2232
12 H 0.2086
13 H 0.2667
14 H 0.4506
15 H 0.3915



Formula: C4H7N3O
Source: OMol25
Level of theory: wB97M-V/def2-TZVPD

## Properties
- HOMO-LUMO gap (hartree) = 0.287
- ΔE to the lowest compared entry with this formula, charge and spin (kJ/mol) = 268.4
- E_tot (a.u.) = -396.04619
- M (u) = 113.1

```
15
Properties=species:S:1:pos:R:3:forces:R:3
C -0.5715 1.1183 -0.0300 -0.2 -0.4 -1.1
C -0.7208 -0.0297 -0.9064 0.6 0.7 1.4
C 0.1358 -0.9620 -0.3309 0.2 0.1 0.1
C 0.3186 0.8645 0.9578 -0.3 0.8 0.3
H -1.8977 2.4294 -0.9468 1.3 -0.2 1.1
H -0.5823 3.1529 -0.1411 -0.2 -0.2 -0.1
H -1.3942 -0.0425 -1.7655 0.5 -0.4 0.3
H 0.1297 -2.3890 -1.5965 0.0 -0.6 0.2
H 1.3181 -2.6393 -0.4935 0.1 0.3 0.2
H 1.0867 -1.5683 2.0922 0.7 -0.1 0.1
H 0.5878 1.5358 1.7482 0.4 -0.3 0.3
N -1.1905 2.3448 -0.1793 -1.7 1.3 -1.1
N 0.3698 -2.3107 -0.6117 -0.5 0.0 -1.1
N 0.7583 -0.4094 0.7503 -1.4 0.2 -2.2
O 1.6521 -1.0947 1.4531 0.6 -1.1 1.7
```
Positions in Å, forces in eV/Å.

Just the Mulliken charges please, in e? Sure, here they are:
1 C 0.7328
2 C -0.7456
3 C 0.2261
4 C -0.8384
5 H 0.2097
6 H 0.2109
7 H 0.2633
8 H 0.2805
9 H 0.2565
10 H 0.3581
11 H 0.4235
12 N -0.5587
13 N -0.5598
14 N 0.2385
15 O -0.4975



Question: Which value of E_tot does entry 2 give?
Answer: -320.10458 a.u.



Question: What is the M in the fourth record?
Answer: 113.1 u